7
Properties=species:S:1:pos:R:3:forces:R:3 method="wB97M-V/def2-TZVPD" orbital_gap_ev="8.6 / 8.6" homo_ha="-0.37485 / -0.37495" fmax_ev_per_a=11.7
C 0.344 0.269 0.046 -1.625 0.343 0.374
C -0.478 1.446 -0.289 1.431 1.906 -0.805
C 1.590 -0.135 -0.003 1.216 -0.136 0.158
C -0.977 -0.264 0.203 -2.877 -11.145 -2.206
O 2.694 -0.427 0.036 -0.645 0.054 -0.165
O -1.535 -1.778 -0.136 3.175 9.111 2.238
O -1.639 0.889 0.142 -0.675 -0.132 0.407

=====

8
Properties=species:S:1:pos:R:3:forces:R:3 method="wB97M-V/def2-TZVPD" orbital_gap_ev="8.3 / 8.3" homo_ha="-0.33308 / -0.33310" fmax_ev_per_a=7.8
C -0.765 -1.011 1.950 0.428 1.718 -2.167
C -1.246 -2.514 3.933 0.660 1.542 -2.095
C 1.227 1.762 -3.239 0.585 0.509 0.730
C -0.494 -0.275 0.883 -1.082 -4.807 6.064
O 0.306 1.506 -3.845 -2.498 -0.932 -1.825
O -0.169 0.281 -0.070 0.271 1.415 -1.730
O -0.987 -1.820 3.000 -0.265 0.145 -0.105
O 2.128 2.071 -2.612 1.901 0.409 1.129

=====

205
Properties=species:S:1:pos:R:3:forces:R:3 method="wB97M-V/def2-TZVPD" smiles="CCOP(=O)(OCC)OCC.CCOP(=O)(OCC)OCC.CCOP(=O)(OCC)OCC.CCOP(=O)(OCC)OCC.CCOP(=O)(OCC)OCC.O=S1(=O)CCCC1.O=S1(=O)CCCC1.O=S1(=O)CCCC1.O=S1(=O)CCCC1.O=S1(=O)CCCC1" orbital_gap_ev=9.9 homo_ha=-0.36448 fmax_ev_per_a=2.1
C 6.274 2.019 -5.604 0.464 0.449 0.369
C 6.955 1.354 -4.398 0.096 -0.429 0.226
C 5.937 0.457 -3.659 -0.623 1.136 0.545
S 4.295 0.945 -4.284 -0.512 0.431 0.224
O 3.400 1.361 -3.227 0.370 -0.155 0.156
O 3.749 -0.010 -5.218 0.590 -0.041 -0.317
C 4.913 2.442 -5.088 -0.515 -1.029 -0.551
H 6.227 1.331 -6.446 -0.264 0.027 -0.039
H 6.831 2.907 -5.908 0.103 -0.130 -0.132
H 7.246 2.121 -3.678 0.079 0.113 -0.166
H 7.866 0.808 -4.640 -0.082 -0.023 -0.227
H 5.874 0.844 -2.642 0.010 -0.494 0.190
H 6.070 -0.615 -3.603 -0.014 -0.101 -0.404
H 4.943 3.205 -4.314 0.103 0.067 -0.003
H 4.180 2.690 -5.854 0.027 0.131 0.009
C -0.896 -4.127 5.895 -0.043 1.745 0.120
C -1.310 -4.643 7.289 0.582 0.021 -0.559
C -0.136 -5.496 7.742 0.023 -1.773 0.729
S 0.655 -6.222 6.267 0.063 0.843 -0.386
O 0.337 -7.627 6.202 0.063 0.285 0.038
O 2.024 -5.785 6.153 -0.032 -0.065 0.131
C -0.380 -5.292 5.098 -1.263 -1.593 0.397
H -0.150 -3.331 5.989 0.244 -0.237 0.114
H -1.739 -3.598 5.443 -0.075 -0.381 -0.285
H -2.244 -5.185 7.157 0.084 -0.334 0.261
H -1.477 -3.849 8.010 -0.088 0.198 -0.121
H -0.377 -6.421 8.279 -0.531 0.210 -0.047
H 0.566 -5.033 8.433 0.280 0.525 -0.615
H -1.226 -5.986 4.981 0.037 0.031 -0.010
H 0.002 -5.215 4.087 0.648 0.517 0.214
C 4.237 1.225 4.112 -0.028 0.412 0.009
C 4.394 1.853 2.714 0.616 -0.625 -0.111
C 5.046 0.741 1.901 0.006 -0.377 -0.729
S 4.265 -0.809 2.404 0.746 0.739 -0.426
O 5.294 -1.793 2.643 -0.515 -0.003 0.082
O 3.188 -1.075 1.479 -0.130 -0.212 0.258
C 3.605 -0.149 3.927 -0.611 -0.280 1.060
H 3.679 1.896 4.768 -0.199 -0.320 0.054
H 5.203 1.075 4.599 0.152 0.198 -0.261
H 5.064 2.713 2.729 -0.174 0.138 0.103
H 3.449 2.151 2.254 -0.103 -0.017 0.249
H 6.117 0.666 2.085 -0.039 -0.127 0.117
H 4.888 0.740 0.819 0.055 0.320 0.086
H 3.845 -0.839 4.738 0.185 -0.005 -0.110
H 2.515 -0.114 3.893 0.039 0.063 -0.430
C 1.355 -2.855 -5.785 -0.472 -1.166 0.238
C 0.958 -2.784 -7.271 0.043 0.042 -0.652
C 1.827 -3.737 -8.121 0.671 -0.011 0.631
S 2.952 -4.588 -6.974 0.015 1.033 0.224
O 4.293 -4.565 -7.517 -0.167 -0.304 0.025
O 2.391 -5.811 -6.466 -0.139 -0.141 -0.173
C 2.810 -3.298 -5.721 -0.152 0.056 -0.953
H 0.736 -3.631 -5.325 0.058 0.033 0.141
H 1.157 -1.949 -5.223 0.107 0.240 -0.201
H 1.117 -1.777 -7.657 -0.038 0.061 0.064
H -0.081 -3.038 -7.473 -0.133 0.153 0.451
H 2.514 -3.153 -8.728 -0.052 -0.222 -0.325
H 1.303 -4.489 -8.701 -0.103 0.040 -0.062
H 3.435 -2.510 -6.144 0.308 0.070 0.507
H 3.164 -3.713 -4.784 0.071 0.184 0.143
C 8.812 -3.518 -2.486 1.212 0.066 -1.314
C 7.503 -4.227 -2.143 0.460 -0.095 -0.141
C 6.862 -3.532 -0.954 -1.321 0.036 0.381
S 7.657 -1.912 -0.745 1.014 -0.725 -0.219
O 8.609 -1.993 0.336 -0.378 0.214 0.098
O 6.691 -0.837 -0.814 0.086 -0.079 0.107
C 8.620 -2.027 -2.291 -1.486 0.067 0.348
H 9.078 -3.691 -3.537 -0.413 0.049 -0.038
H 9.726 -3.905 -2.030 -0.395 0.108 0.844
H 7.702 -5.284 -1.976 -0.181 0.002 0.166
H 6.846 -4.157 -3.011 -0.045 0.001 0.058
H 6.832 -4.088 -0.017 0.791 0.163 0.093
H 5.791 -3.366 -1.111 0.159 0.360 -0.273
H 9.480 -1.370 -2.278 0.179 -0.086 0.246
H 7.885 -1.651 -3.009 0.279 -0.023 -0.268
C 0.420 4.253 3.663 -0.045 0.562 -0.914
C 1.928 4.386 3.525 -0.358 -1.724 0.691
O 2.261 4.519 2.125 0.423 0.788 0.328
P 2.891 5.915 1.675 0.222 -0.359 -0.655
O 2.000 7.062 1.821 0.252 0.167 0.022
O 4.260 5.934 2.488 -0.269 -0.204 0.267
C 5.045 7.125 2.613 -0.012 0.560 0.438
C 5.488 7.292 4.039 1.054 0.310 1.013
O 3.365 5.631 0.184 -0.373 -0.112 0.892
C 4.128 4.428 -0.103 -0.072 0.632 -0.724
C 3.425 3.724 -1.241 1.463 -0.690 0.072
H 0.095 3.537 2.905 -0.145 -0.036 0.130
H 0.039 3.938 4.631 0.358 -0.023 0.197
H -0.033 5.215 3.407 -0.097 -0.078 0.077
H 2.351 5.117 4.214 0.102 0.451 -0.568
H 2.387 3.427 3.802 -0.045 0.227 0.075
H 5.901 7.068 1.942 -0.075 -0.141 -0.124
H 4.443 8.003 2.372 -0.035 -0.124 -0.352
H 4.702 7.643 4.707 -0.225 -0.260 -0.123
H 5.989 6.432 4.495 -0.473 -0.356 -0.314
H 6.287 8.040 4.144 -0.273 0.203 -0.487
H 5.119 4.783 -0.397 -0.019 -0.097 -0.133
H 4.286 3.790 0.764 -0.411 0.106 0.160
H 2.410 3.432 -1.000 -0.138 0.134 -0.032
H 3.504 4.274 -2.176 -0.436 0.341 0.112
H 4.017 2.824 -1.441 -0.359 -0.160 0.069
C -6.754 4.020 -0.079 0.382 0.223 0.013
C -7.605 2.941 0.578 0.400 0.931 -1.039
O -7.276 2.953 1.981 0.231 -0.301 0.092
P -7.003 1.559 2.680 -0.101 -0.584 -0.519
O -8.139 0.637 2.597 0.072 -0.016 0.251
O -5.669 1.033 1.985 -0.046 0.407 0.022
C -4.954 -0.067 2.571 -0.149 0.110 0.825
C -3.474 0.222 2.614 0.353 -1.287 -1.194
O -6.489 1.917 4.135 -0.130 0.411 -0.388
C -7.411 2.540 5.046 -0.575 -0.156 0.004
C -6.829 2.458 6.436 -0.888 0.309 0.294
H -5.688 3.813 0.021 -0.038 -0.046 0.237
H -6.909 4.147 -1.154 -0.364 -0.247 0.089
H -6.946 4.985 0.393 -0.019 -0.018 0.032
H -8.651 3.202 0.418 -0.135 -0.268 0.426
H -7.402 1.987 0.094 -0.056 -0.217 0.354
H -5.284 -0.177 3.611 -0.120 -0.120 -0.154
H -5.208 -0.986 2.047 0.081 0.041 -0.205
H -3.253 1.141 3.142 0.209 -0.024 0.121
H -2.976 -0.679 3.001 -0.144 0.376 0.820
H -3.015 0.181 1.616 -0.401 0.755 -0.090
H -7.617 3.566 4.730 0.458 0.104 0.053
H -8.396 2.069 4.974 0.249 -0.456 0.060
H -6.136 3.280 6.593 0.289 -0.206 0.182
H -7.660 2.559 7.142 0.126 0.289 0.025
H -6.407 1.486 6.675 0.309 -0.013 -0.328
C 3.245 -1.434 -1.709 0.426 -0.536 0.682
C 1.898 -1.859 -2.220 0.338 -0.453 -0.475
O 0.984 -1.919 -1.114 -0.492 0.106 0.000
P -0.468 -1.320 -1.384 0.200 -0.335 0.263
O -1.226 -1.930 -2.468 -0.075 0.290 -0.145
O -0.168 0.226 -1.634 -0.430 0.154 -0.439
C 0.504 0.988 -0.641 0.447 -1.010 1.709
C -0.450 1.690 0.314 0.763 1.659 -0.789
O -1.173 -1.489 0.038 0.994 0.140 -0.193
C -0.421 -1.727 1.272 -1.091 -0.481 0.059
C -0.808 -3.113 1.804 -0.316 1.326 0.456
H 3.974 -1.398 -2.518 -0.044 0.178 -0.050
H 3.237 -0.517 -1.124 -0.146 0.284 -0.441
H 3.602 -2.170 -0.981 -0.044 -0.116 -0.151
H 1.535 -1.232 -3.037 -0.107 0.313 0.288
H 1.950 -2.867 -2.644 0.019 -0.001 0.101
H 1.111 0.305 -0.024 -0.113 -0.134 -0.155
H 1.278 1.632 -1.052 -0.499 0.233 -0.651
H -1.335 1.129 0.584 0.161 -0.312 0.228
H 0.172 2.023 1.153 -0.346 -0.393 0.335
H -0.778 2.646 -0.115 -0.248 -0.351 -0.055
H 0.659 -1.683 1.151 -0.099 0.307 -0.289
H -0.803 -0.947 1.937 0.449 -0.047 0.132
H -0.757 -3.845 1.005 0.405 -0.306 0.232
H -0.180 -3.259 2.689 0.181 -0.616 -0.363
H -1.829 -3.090 2.195 -0.096 -0.043 -0.250
C 0.402 6.406 -1.268 -0.881 -0.651 -0.463
C -0.668 5.844 -0.334 1.727 -0.555 0.147
O -1.980 6.184 -0.767 -0.571 -0.028 0.586
P -2.671 5.305 -1.892 0.432 -0.445 -0.312
O -2.147 5.497 -3.244 -0.041 0.106 -0.219
O -4.216 5.609 -1.739 0.171 -0.021 0.323
C -4.685 6.963 -1.610 -0.659 -0.060 0.497
C -4.811 7.380 -0.148 0.159 0.084 0.835
O -2.481 3.828 -1.344 -0.369 0.432 0.439
C -2.718 2.652 -2.133 -0.185 -0.390 -0.199
C -3.823 1.802 -1.531 -0.232 0.813 0.465
H 1.329 5.865 -1.099 0.236 0.461 0.194
H 0.102 6.184 -2.294 0.013 0.004 -0.066
H 0.468 7.486 -1.184 0.355 0.027 0.228
H -0.571 4.757 -0.232 -0.173 0.017 -0.524
H -0.415 6.146 0.687 -0.897 0.714 -0.029
H -4.100 7.641 -2.227 0.189 -0.040 0.089
H -5.710 6.953 -1.980 0.187 -0.082 -0.478
H -4.527 8.420 0.027 -0.184 0.042 -0.229
H -5.826 7.221 0.220 -0.073 0.211 -0.193
H -4.206 6.815 0.566 0.310 -0.167 -0.514
H -2.988 2.947 -3.147 0.195 0.007 -0.029
H -1.791 2.078 -2.137 0.013 0.164 -0.252
H -4.171 1.084 -2.268 0.069 -0.269 0.177
H -3.529 1.349 -0.584 0.226 -0.375 -0.218
H -4.657 2.444 -1.235 -0.089 0.002 -0.384
C -7.139 -8.503 1.392 -0.010 0.305 -0.629
C -6.570 -8.306 0.002 0.528 -0.147 -0.088
O -6.140 -6.935 -0.084 -0.395 0.230 -0.040
P -5.297 -6.414 -1.328 0.325 0.316 0.018
O -3.916 -6.882 -1.384 -0.006 -0.267 -0.052
O -6.145 -6.782 -2.613 0.011 0.192 0.160
C -7.450 -6.172 -2.822 0.544 -0.438 0.099
C -7.367 -5.188 -3.960 -0.476 0.315 0.352
O -5.462 -4.840 -1.180 -0.068 -0.332 0.074
C -4.455 -4.067 -0.487 0.285 0.304 -0.456
C -4.330 -2.720 -1.187 -0.253 -0.515 0.329
H -7.443 -9.536 1.543 0.067 -0.054 0.083
H -6.368 -8.204 2.098 -0.155 -0.118 0.229
H -8.012 -7.856 1.487 0.032 -0.033 0.257
H -5.692 -8.935 -0.172 -0.099 -0.097 0.059
H -7.289 -8.505 -0.796 -0.088 0.021 0.092
H -8.110 -7.009 -3.045 -0.122 0.082 -0.030
H -7.754 -5.708 -1.883 -0.223 0.103 -0.123
H -8.384 -4.834 -4.155 0.082 0.021 -0.174
H -6.774 -4.324 -3.666 0.120 -0.056 -0.078
H -6.959 -5.636 -4.861 0.030 -0.084 -0.011
H -4.717 -3.990 0.571 -0.209 0.013 -0.084
H -3.489 -4.570 -0.574 -0.146 -0.188 0.124
H -3.736 -2.078 -0.535 0.083 0.177 -0.315
H -3.835 -2.886 -2.141 0.183 0.279 0.029
H -5.306 -2.272 -1.381 -0.017 0.026 0.202